DFT (ωB97M-V with the def2-TZVPD basis set) results for C32H37N8O2STi as an isolated structure at a distorted geometry.

CARTESIAN COORDINATES (ANGSTROEM)
Ti  -0.776  0.236  0.754
C  5.276  -0.141  3.266
C  3.905  -0.482  2.726
C  3.772  -1.152  1.503
C  2.515  -1.553  0.972
C  2.279  -2.330  -0.166
N  3.130  -2.647  -1.199
C  4.299  -1.887  -1.620
C  4.038  -0.405  -1.940
C  3.041  -0.103  -3.060
N  1.660  -0.445  -2.700
C  0.881  -1.202  -3.370
C  -0.435  -1.600  -2.965
C  -1.201  -2.371  -3.854
C  -2.471  -2.783  -3.545
C  -3.336  -3.550  -4.517
C  -2.942  -2.441  -2.267
C  -2.230  -1.700  -1.349
C  -2.898  -1.493  -0.037
N  -2.505  -0.819  0.966
C  -3.331  -0.837  2.196
C  -3.285  0.485  2.960
C  -1.984  0.726  3.740
N  -0.800  0.314  2.956
C  0.291  0.051  3.572
C  1.484  -0.408  2.885
C  2.768  -0.138  3.428
C  1.336  -1.146  1.705
O  0.131  -1.488  1.280
C  -0.945  -1.208  -1.720
O  -0.233  -0.436  -0.955
H  6.045  -0.773  2.821
H  5.313  -0.276  4.349
H  5.538  0.899  3.058
H  4.679  -1.432  0.987
H  1.287  -2.745  -0.263
H  2.752  -3.281  -1.879
H  4.695  -2.389  -2.502
H  5.079  -1.939  -0.864
H  4.990  0.037  -2.239
H  3.715  0.111  -1.031
H  3.296  -0.640  -3.974
H  3.059  0.964  -3.281
H  1.243  -0.013  -1.871
H  1.272  -1.597  -4.306
H  -0.769  -2.633  -4.817
H  -2.740  -3.973  -5.326
H  -4.087  -2.895  -4.966
H  -3.865  -4.367  -4.022
H  -3.930  -2.792  -1.974
H  -3.852  -2.018  0.054
H  -2.958  -1.639  2.832
H  -4.359  -1.071  1.926
H  -4.106  0.483  3.676
H  -3.476  1.301  2.262
H  -2.015  0.159  4.670
H  -1.900  1.780  4.001
H  0.348  0.203  4.653
H  2.849  0.377  4.382
C  -3.246  3.614  0.173
C  -2.147  2.656  0.452
N  -2.016  1.552  -0.192
N  -2.883  1.274  -1.221
C  -2.343  1.490  -2.404
N  -3.156  1.054  -3.424
S  -0.849  2.256  -2.795
C  -0.968  2.973  1.297
C  -0.826  4.132  2.032
C  0.404  4.438  2.598
C  1.473  3.595  2.376
C  1.258  2.436  1.657
N  0.060  2.106  1.163
H  -3.436  3.624  -0.895
H  -3.004  4.622  0.504
H  -4.167  3.292  0.665
H  -4.120  0.871  -3.202
H  -2.947  1.431  -4.332
H  -1.668  4.800  2.144
H  0.527  5.341  3.182
H  2.462  3.821  2.751
H  2.061  1.737  1.472

Values from the calculation:
Lowest unoccupied orbital energy (alpha / beta) ... -2.90 / -3.24 eV
Total energy ... -3077.67099 hartree
HOMO (alpha / beta) ... -8.2 / -9.5 eV
Net charge ... +1
⟨S²⟩ ... 2.045
ΔE to the lowest compared entry with this formula, charge and spin ... 131.1 kJ/mol
2S+1 ... 3

Löwdin atomic charge list, values in e, 2 entries: atom 1 (Ti): 1.0356, atom 2 (C): -0.0462